Entry from the Open Molecules 2025 dataset: C29H23N5O9OsS4 as an isolated structure (ωB97M-V/def2-TZVPD).

Last column: Mulliken charge in e.
CARTESIAN COORDINATES (ANGSTROEM)
Os  -0.502  -0.506  0.979  3.894
O  1.344  -2.790  2.458  -0.296
C  1.903  -3.950  1.863  -0.798
C  0.828  -4.866  1.293  -0.837
C  -0.209  -4.084  0.469  -0.337
C  0.437  -3.225  -0.577  0.415
C  0.984  -3.906  -1.668  -0.755
C  1.649  -3.240  -2.671  -0.814
C  1.762  -1.863  -2.553  -0.967
C  1.195  -1.245  -1.464  0.141
N  0.529  -1.884  -0.478  0.851
H  0.742  -3.049  3.165  0.227
H  2.543  -4.490  2.567  0.379
H  2.542  -3.580  1.058  0.375
H  0.305  -5.371  2.111  0.447
H  1.299  -5.649  0.692  0.395
H  -0.811  -3.483  1.134  -0.763
H  -0.875  -4.786  -0.036  0.573
H  0.862  -4.981  -1.703  0.526
H  2.063  -3.773  -3.516  0.434
H  2.280  -1.263  -3.288  0.557
H  1.259  -0.172  -1.347  0.179
O  -1.506  -2.198  7.523  -0.554
C  -1.356  -1.888  6.378  0.578
S  -0.146  -0.709  5.822  -0.146
C  -0.545  -0.826  4.124  0.261
C  -1.524  -1.685  3.759  0.154
S  -2.045  -1.835  2.129  -0.738
S  -2.290  -2.599  5.035  -0.131
S  0.219  0.180  2.952  -0.477
C  4.339  2.718  1.251  -0.664
C  4.070  1.378  1.495  -0.858
C  2.851  0.823  1.146  -0.149
C  1.860  1.607  0.544  0.177
C  2.146  2.950  0.277  0.029
C  3.369  3.496  0.636  -1.057
N  0.685  1.002  0.111  -0.103
C  -0.609  1.435  0.213  -1.688
C  -1.126  2.538  1.150  0.109
C  -0.979  3.943  0.609  -0.744
C  -1.785  4.473  -0.300  -1.245
C  -2.956  3.697  -0.814  0.461
C  -2.776  2.178  -0.897  -2.196
H  5.292  3.148  1.528  0.384
H  4.818  0.755  1.970  0.445
H  2.633  -0.218  1.355  0.247
H  1.421  3.561  -0.244  0.289
H  3.568  4.538  0.418  0.425
H  -0.589  2.475  2.092  0.782
H  -0.161  4.522  1.018  0.587
H  -1.644  5.489  -0.647  0.461
H  -3.427  4.167  -1.678  0.643
H  -3.519  1.773  -1.584  1.139
O  -0.386  2.486  -5.633  -0.651
N  -0.170  2.772  -4.473  1.117
O  0.523  3.689  -4.093  -0.626
C  -0.822  1.937  -3.450  -0.652
C  -1.570  0.797  -3.895  -0.150
C  -2.061  -0.081  -3.005  -1.273
C  -1.775  0.080  -1.584  0.243
O  -1.844  -0.818  -0.764  -0.937
C  -1.394  1.479  -1.116  4.056
C  -0.678  2.256  -2.163  -1.334
N  -3.407  2.086  0.463  -0.210
O  -3.929  3.430  0.227  -0.445
O  -2.474  2.180  1.504  -0.329
N  -2.716  -1.284  -3.540  1.130
O  -2.930  -2.203  -2.786  -0.596
O  -3.009  -1.265  -4.721  -0.673
H  -1.693  0.621  -4.954  0.697
H  -0.080  3.109  -1.877  0.385

Output
Total energy   -3752.9121 hartree
Multiplicity   1
HOMO level   -7.67 eV
Energy relative to the best compared isomer or geometry (same formula, charge and spin)   149.68 kJ/mol



Entry from the Open Molecules 2025 dataset: a 4-piece molecular cluster, C3H15NO3 overall (ωB97M-V/def2-TZVPD).

Last column: Mulliken charge in e.
CARTESIAN COORDINATES (ANGSTROEM)
C  -1.814  -2.027  0.733  -1.056
N  -1.117  -0.756  0.467  0.160
C  -1.035  -0.220  1.833  -0.926
C  -1.836  -0.042  -0.608  -0.937
H  -1.334  -2.855  0.096  0.266
H  -1.604  -2.395  1.712  0.416
H  -2.898  -1.779  0.536  0.299
H  -0.657  0.830  1.827  0.308
H  -0.224  -0.856  2.397  0.324
H  -2.021  -0.284  2.443  0.335
H  -1.421  -0.252  -1.658  0.246
H  -2.995  -0.184  -0.583  0.317
H  -1.712  1.061  -0.520  0.306
O  5.045  0.483  -3.082  -0.648
H  5.495  -0.178  -3.587  0.314
H  4.440  1.104  -3.719  0.335
O  1.334  0.272  -0.242  -0.668
H  1.188  -0.372  -1.014  0.324
H  1.076  -0.428  0.413  0.317
O  0.943  2.970  1.133  -0.644
H  0.788  2.242  0.391  0.320
H  0.360  3.663  1.030  0.294

Output
Total energy   -403.6756 hartree
Multiplicity   1
HOMO level   -8.93 eV
Energy relative to the best compared isomer or geometry (same formula, charge and spin)   293.02 kJ/mol



Entry from the Open Molecules 2025 dataset: C20H23Br13N4OS3 as an isolated structure (ωB97M-V/def2-TZVPD).

Last column: Mulliken charge in e.
CARTESIAN COORDINATES (ANGSTROEM)
C  -4.818  -2.225  -3.621  -0.801
C  -3.987  -3.485  -3.145  -0.606
N  -2.523  -3.294  -3.019  0.172
C  -1.911  -2.615  -4.187  -0.312
C  -0.334  -2.814  -4.250  -0.791
C  -2.125  -2.719  -1.756  -0.054
S  -2.760  -1.365  -1.040  -0.141
S  -0.738  -3.608  -0.925  -0.197
C  -0.441  -2.858  0.724  0.029
C  1.147  -2.876  1.004  -0.598
C  1.394  -1.797  2.162  -1.642
C  1.965  -0.437  1.634  0.506
C  1.160  0.801  1.551  0.902
C  -0.348  0.865  1.953  -1.231
C  1.806  2.111  1.057  -0.062
Br  0.719  3.755  0.960  -0.158
C  3.205  2.215  0.669  -0.037
N  3.870  3.444  0.234  -0.534
C  4.818  3.655  1.039  0.581
O  5.861  3.638  1.569  -0.446
C  4.018  0.930  0.729  0.723
N  5.367  0.751  0.404  -0.639
S  5.715  -0.864  0.661  0.138
N  4.255  -1.493  1.235  -0.616
C  3.418  -0.390  1.213  0.733
H  -5.876  -2.598  -3.820  0.364
H  -4.937  -1.424  -2.833  0.216
H  -4.472  -1.757  -4.582  0.208
H  -4.371  -3.757  -2.111  0.345
H  -4.251  -4.348  -3.823  0.330
H  -2.320  -3.138  -5.110  0.269
H  -2.169  -1.518  -4.209  0.308
H  0.187  -2.489  -3.308  0.238
H  0.034  -2.139  -5.082  0.116
H  -0.025  -3.859  -4.522  0.269
H  -0.755  -1.786  0.821  -0.028
H  -0.884  -3.538  1.506  0.187
H  1.450  -3.874  1.427  0.313
H  1.744  -2.637  0.083  0.379
H  0.405  -1.613  2.664  0.513
H  2.107  -2.217  2.929  0.498
H  -0.565  1.627  2.765  0.435
H  -0.807  -0.125  2.206  -0.202
H  -0.912  1.250  1.042  0.383
C  -0.167  6.931  3.527  -0.380
Br  -0.993  7.671  1.940  -0.024
Br  -1.186  5.448  4.243  0.008
Br  1.680  6.448  3.217  0.036
H  -0.170  7.712  4.281  0.348
C  -0.185  0.860  -6.817  -0.377
Br  1.566  0.105  -7.145  -0.015
Br  -1.599  -0.341  -7.368  -0.013
Br  -0.395  1.415  -4.975  0.016
H  -0.267  1.752  -7.430  0.360
C  -4.129  -0.975  3.184  -0.380
Br  -3.342  -2.731  2.985  -0.011
Br  -3.056  0.169  4.319  -0.013
Br  -4.497  -0.153  1.472  -0.018
H  -5.084  -1.110  3.683  0.376
C  4.051  3.512  5.729  -0.364
Br  3.215  5.196  6.196  -0.014
Br  2.840  2.018  5.960  -0.013
Br  4.813  3.547  3.948  0.079
H  4.872  3.365  6.424  0.339

Output
Total energy   -35726.7279 hartree
Multiplicity   1
HOMO level   -8.49 eV
Energy relative to the best compared isomer or geometry (same formula, charge and spin)   248.23 kJ/mol



Entry from the Open Molecules 2025 dataset: a 2-piece molecular cluster, C2H5O4S2 overall (ωB97M-V/def2-TZVPD).

Last column: Mulliken charge in e.
CARTESIAN COORDINATES (ANGSTROEM)
C  0.194  0.239  2.980  -0.853
C  -0.135  0.260  1.523  0.556
O  0.998  -0.325  -2.417  -0.461
O  -1.544  -0.474  -2.569  -0.504
O  -0.037  -0.225  -4.621  -0.473
O  -1.265  0.192  1.066  -0.626
S  1.294  0.469  0.568  -0.606
S  -0.229  0.301  -3.336  0.680
H  1.314  -0.069  2.857  0.252
H  -0.323  -0.522  3.579  0.279
H  0.109  1.237  3.435  0.211
H  -1.372  -0.848  -1.735  0.326
H  0.996  -0.235  -1.330  0.216

Output
Total energy   -1176.5927 hartree
Multiplicity   1
Net charge   -1
HOMO level   -4.27 eV
Energy relative to the best compared isomer or geometry (same formula, charge and spin)   65.38 kJ/mol